{
  "formula": "C60H159BN9O37",
  "method": "the ωB97M-V functional and the def2-TZVPD basis",
  "homo_lumo_gap_ev": 8.05,
  "e_tot_ha": -5682.6935,
  "total_charge": -1,
  "lumo_energy_ha": 0.054,
  "elements": ["O", "C", "O", "B", "O", "C", "O", "O", "C", "O", "C", "O", "O", "C", "C", "C", "O", "C", "N", "H", "H", "H", "H", "H", "H", "H", "H", "H", "H", "H", "C", "C", "C", "O", "C", "N", "H", "H", "H", "H", "H", "H", "H", "H", "H", "H", "H", "C", "C", "C", "O", "C", "N", "H", "H", "H", "H", "H", "H", "H", "H", "H", "H", "H", "C", "C", "C", "O", "C", "N", "H", "H", "H", "H", "H", "H", "H", "H", "H", "H", "H", "C", "C", "C", "O", "C", "N", "H", "H", "H", "H", "H", "H", "H", "H", "H", "H", "H", "C", "C", "C", "O", "C", "N", "H", "H", "H", "H", "H", "H", "H", "H", "H", "H", "H", "C", "C", "C", "O", "C", "N", "H", "H", "H", "H", "H", "H", "H", "H", "H", "H", "H", "C", "C", "C", "O", "C", "N", "H", "H", "H", "H", "H", "H", "H", "H", "H", "H", "H", "C", "C", "C", "O", "C", "N", "H", "H", "H", "H", "H", "H", "H", "H", "H", "H", "H", "C", "C", "O", "O", "H", "H", "H", "H", "H", "H", "C", "C", "O", "O", "H", "H", "H", "H", "H", "H", "C", "C", "O", "O", "H", "H", "H", "H", "H", "H", "C", "C", "O", "O", "H", "H", "H", "H", "H", "H", "C", "C", "O", "O", "H", "H", "H", "H", "H", "H", "C", "C", "O", "O", "H", "H", "H", "H", "H", "H", "C", "C", "O", "O", "H", "H", "H", "H", "H", "H", "C", "C", "O", "O", "H", "H", "H", "H", "H", "H", "C", "C", "O", "O", "H", "H", "H", "H", "H", "H", "C", "C", "O", "O", "H", "H", "H", "H", "H", "H"],
  "positions_angstrom": [[-1.09600, -1.00667, 3.84345], [-0.91394, -0.69996, 2.65397], [-1.38992, 0.30286, 1.98898], [-0.87963, 0.29489, 0.56800], [0.01096, -0.88352, 0.41927], [0.02153, -1.51689, 1.68138], [0.76267, -2.45260, 2.07670], [-0.15744, 1.53957, 0.29068], [-0.60573, 2.06356, -0.80126], [-0.16520, 3.11746, -1.39361], [-1.82263, 1.12713, -1.25449], [-1.90594, 0.14122, -0.51020], [-2.49540, 1.34642, -2.21935], [0.83416, -7.23266, -0.54445], [-0.04909, -6.61682, 0.45728], [-1.02603, -7.63408, 1.12529], [-1.71841, -6.91164, 2.13225], [-2.53708, -7.69366, 2.99368], [0.78888, -6.03088, 1.49573], [1.38845, -8.00587, -0.01247], [1.53275, -6.62451, -1.11911], [0.17889, -7.60405, -1.33236], [-0.64589, -5.78660, 0.07956], [-0.48625, -8.44772, 1.60979], [-1.65256, -8.11563, 0.37451], [-3.25832, -6.92239, 3.26395], [-1.94588, -8.14877, 3.78833], [-3.08493, -8.51016, 2.52328], [0.14135, -5.47882, 2.03982], [1.34709, -5.29365, 1.08953], [5.37645, -7.60996, 3.30808], [4.28461, -7.97755, 4.37380], [2.79535, -7.48944, 4.10329], [2.10051, -7.46317, 5.36422], [0.95114, -6.64016, 5.30760], [4.41396, -9.39189, 4.47683], [5.57992, -6.53920, 3.29484], [5.02181, -7.78926, 2.29310], [6.30222, -8.18162, 3.37327], [4.68577, -7.47642, 5.25473], [2.20827, -8.16073, 3.47655], [2.82566, -6.48638, 3.67779], [0.21831, -7.09593, 5.97343], [0.40678, -6.57694, 4.36538], [1.32203, -5.66411, 5.62044], [3.73929, -9.60686, 5.19703], [4.07218, -9.76667, 3.60343], [-2.13790, 8.62420, 3.27852], [-2.53802, 7.72074, 2.21816], [-2.26458, 6.27031, 2.60091], [-2.67327, 5.39645, 1.64787], [-2.11845, 4.11793, 1.73822], [-3.97398, 8.05401, 1.98043], [-2.24560, 9.68357, 3.04565], [-1.05382, 8.54160, 3.35629], [-2.45530, 8.38399, 4.29324], [-1.98505, 7.87972, 1.29240], [-2.59924, 5.81678, 3.53387], [-1.17592, 6.26639, 2.65470], [-2.59829, 3.55963, 2.54204], [-1.03065, 4.09648, 1.80412], [-2.43883, 3.49505, 0.90307], [-3.89029, 8.82832, 1.33736], [-4.35891, 8.37812, 2.85615], [-4.81262, 0.13796, -9.38767], [-4.11796, -0.04259, -8.03406], [-3.52173, -1.39530, -7.74072], [-3.39703, -1.53538, -6.31584], [-3.00831, -2.89924, -6.05182], [-3.11320, 1.03214, -7.89686], [-5.53102, -0.63841, -9.65085], [-4.14025, 0.24811, -10.23848], [-5.51066, 0.97507, -9.39619], [-4.91706, 0.09517, -7.30566], [-2.51385, -1.49577, -8.14342], [-4.11644, -2.20877, -8.15627], [-3.89219, -3.53604, -6.01527], [-2.46696, -3.11270, -5.13015], [-2.42923, -3.28944, -6.88878], [-3.65810, 1.87681, -7.99546], [-2.84721, 0.88698, -6.93338], [8.74035, -4.40685, -1.76057], [7.33754, -4.06495, -1.90747], [6.49260, -4.85784, -0.93826], [5.07617, -4.44067, -0.81232], [4.26239, -5.15809, 0.11178], [7.15519, -2.63370, -1.62020], [9.34568, -4.10280, -2.61452], [8.83202, -5.48357, -1.61791], [9.23473, -3.88874, -0.93883], [7.00803, -4.45190, -2.87172], [7.00897, -4.59137, -0.01606], [6.62175, -5.90028, -1.22935], [4.81744, -5.22439, 1.04753], [4.02873, -6.16388, -0.23734], [3.36920, -4.56506, 0.30829], [6.18693, -2.46478, -1.85265], [7.76993, -2.09301, -2.21168], [1.30369, 5.00465, -6.52001], [2.20979, 6.16425, -6.02186], [3.55665, 5.62577, -5.49544], [4.47897, 6.71267, -5.17546], [5.58792, 6.35481, -4.33798], [2.31258, 7.21806, -7.02493], [1.84060, 4.60298, -7.37936], [0.32772, 5.40068, -6.80062], [1.07432, 4.34504, -5.68310], [1.78648, 6.45443, -5.06024], [4.09051, 4.97257, -6.18568], [3.37192, 5.03538, -4.59799], [5.77077, 5.29828, -4.53398], [5.28438, 6.42681, -3.29358], [6.49078, 6.94855, -4.48087], [3.26722, 7.54766, -7.01311], [2.29271, 6.91035, -7.98671], [0.14462, 2.41437, 4.73608], [1.42628, 1.81887, 4.06879], [2.63930, 2.76278, 4.21112], [2.57500, 3.81718, 3.18746], [3.15319, 3.46008, 1.96844], [1.70878, 0.48260, 4.56323], [-0.67456, 1.70913, 4.87635], [-0.25959, 3.38389, 4.44495], [0.41948, 2.51277, 5.78625], [1.19447, 1.64884, 3.01739], [3.59897, 2.27641, 4.03628], [2.59058, 3.05483, 5.26014], [4.22071, 3.40373, 2.18137], [3.04777, 4.30502, 1.28795], [2.83832, 2.49980, 1.56003], [0.88901, -0.08265, 4.39427], [2.48682, 0.00031, 4.13643], [0.55342, 1.21325, -4.80352], [-0.29521, 0.41548, -5.81354], [0.27049, -1.10088, -5.96087], [0.39982, -1.67856, -4.71187], [0.72639, -3.06266, -4.79060], [-1.69778, 0.43279, -5.49027], [0.27618, 0.81736, -3.82652], [0.44435, 2.29750, -4.77899], [1.59131, 0.90899, -4.93881], [-0.05972, 0.88948, -6.76642], [1.17380, -1.10738, -6.57086], [-0.47777, -1.74882, -6.41735], [0.18557, -3.67872, -5.50899], [0.47084, -3.56432, -3.85725], [1.74313, -3.33920, -5.06964], [-2.20439, -0.39921, -5.75713], [-1.71946, 0.34114, -4.48467], [-2.95801, -2.67925, 6.55669], [-1.88654, -3.72210, 6.18497], [-2.20891, -4.41799, 4.79356], [-3.15870, -3.76164, 3.92554], [-3.12865, -4.24171, 2.58361], [-0.54437, -2.99244, 6.13882], [-2.70340, -2.41420, 7.58286], [-3.96611, -3.08828, 6.48944], [-2.83857, -1.66226, 6.18312], [-1.74988, -4.45026, 6.98447], [-2.56081, -5.42943, 4.99671], [-1.25905, -4.55645, 4.27715], [-3.66847, -3.46042, 2.04855], [-3.89323, -5.00832, 2.45780], [-2.18918, -4.52993, 2.11199], [-0.48679, -2.21586, 5.49562], [-0.39563, -2.66728, 7.08341], [3.61885, -0.55090, 1.41115], [4.09858, -1.87672, 1.06845], [5.51532, -1.90133, 1.09448], [3.85091, -0.33448, 2.81568], [2.54386, -0.50893, 1.23584], [4.14960, 0.27325, 0.93453], [3.83390, -2.17377, 0.05366], [3.71913, -2.61656, 1.77326], [5.64774, -2.52832, 0.37968], [4.80125, -0.23038, 2.90288], [-3.10843, 5.18133, -6.41634], [-2.83510, 3.71969, -6.03867], [-3.02189, 3.57772, -4.65179], [-4.43419, 5.47903, -6.04127], [-2.91529, 5.38905, -7.46878], [-2.52028, 5.73675, -5.68580], [-1.94066, 3.32052, -6.51693], [-3.64316, 3.11244, -6.44657], [-2.80534, 2.69900, -4.33153], [-4.52101, 4.96955, -5.23226], [-2.17518, 5.53162, -1.56099], [-2.55312, 6.87247, -2.16595], [-3.29937, 7.59639, -1.22209], [-3.37183, 4.75105, -1.31494], [-1.60384, 5.65709, -0.64125], [-1.64883, 5.07257, -2.39785], [-3.19210, 6.69929, -3.03187], [-1.73038, 7.37302, -2.67649], [-3.33404, 8.50993, -1.51507], [-3.21816, 4.02295, -1.92145], [-3.09076, 2.39503, 6.23433], [-2.81628, 1.06148, 7.06378], [-2.84018, 1.17889, 8.46359], [-4.33650, 3.07510, 6.21244], [-2.85198, 2.15443, 5.19838], [-2.35212, 3.12647, 6.56223], [-1.83805, 0.65896, 6.80080], [-3.49007, 0.28428, 6.70314], [-3.68035, 1.56861, 8.71625], [-4.59041, 3.53001, 5.40609], [3.50988, -3.11255, 4.83904], [3.28148, -3.12915, 6.42555], [4.42341, -3.74866, 6.98929], [4.21314, -4.21080, 4.25467], [4.17738, -2.27227, 4.64806], [2.54798, -2.99700, 4.33955], [2.43143, -3.80570, 6.51385], [3.21142, -2.14763, 6.89438], [4.39119, -4.70761, 7.02054], [4.69480, -4.68554, 4.93601], [-2.66862, -3.12184, -1.41576], [-3.82009, -2.32402, -2.20235], [-5.13263, -2.88464, -1.99817], [-2.22634, -4.34194, -2.02472], [-2.93937, -3.49366, -0.42755], [-1.74951, -2.61305, -1.12515], [-3.61668, -2.29881, -3.27290], [-3.87429, -1.29444, -1.84862], [-5.59512, -2.31505, -2.61726], [-2.98662, -4.92810, -2.02439], [1.03195, 7.00522, -0.74666], [0.93165, 8.30026, 0.15772], [1.04747, 7.98243, 1.56074], [2.35989, 6.50746, -0.68469], [0.68958, 7.22079, -1.75879], [0.45300, 6.14335, -0.41487], [-0.07089, 8.71375, 0.04800], [1.65263, 9.11248, 0.06501], [1.94299, 7.63966, 1.60721], [2.37055, 5.70708, -1.21467], [-5.32377, -0.91464, 2.97602], [-4.61958, 0.34386, 3.56973], [-3.83205, 0.99225, 2.54203], [-5.47779, -1.84394, 3.96722], [-4.72267, -1.50448, 2.28401], [-6.28295, -0.78946, 2.47363], [-3.89210, 0.09994, 4.34393], [-5.35198, 1.00455, 4.03361], [-2.90086, 0.76044, 2.51477], [-4.76648, -2.48314, 3.88322], [4.78158, 2.01631, -1.60786], [4.36014, 0.55587, -1.85114], [4.86149, 0.25014, -3.10877], [4.08359, 2.96821, -2.44255], [5.84724, 2.15792, -1.78792], [4.42722, 2.29763, -0.61620], [3.30480, 0.31947, -1.71516], [4.88781, -0.17513, -1.23852], [4.45297, 0.88958, -3.69684], [4.20557, 2.79513, -3.37890], [-5.82989, 1.93606, 0.25649], [-5.64021, 2.32278, -1.27737], [-6.26890, 3.54517, -1.65926], [-5.08008, 2.87220, 1.06194], [-5.40270, 0.93754, 0.34912], [-6.88313, 1.82879, 0.51585], [-5.99615, 1.50807, -1.90798], [-4.59380, 2.52863, -1.50265], [-6.39919, 3.56738, -2.61012], [-4.71035, 2.50720, 1.86920]],
  "forces_ev_per_a": [[0.164, 1.217, -3.280], [0.640, -2.390, 2.427], [0.117, 0.429, -1.033], [0.540, -0.755, -0.369], [-0.257, -1.366, 3.713], [2.848, -1.590, 0.149], [-2.978, 3.383, -2.124], [0.297, -0.458, 0.942], [0.647, 4.416, -3.434], [-2.008, -4.929, 2.643], [1.032, 4.136, -2.955], [0.139, -2.569, 3.849], [-0.516, 0.248, -0.949], [-0.262, -0.987, -1.289], [-0.499, 0.826, 1.259], [1.142, 0.712, 0.132], [-0.123, -0.782, -0.887], [-0.016, 0.803, -0.564], [-0.157, 0.253, 0.776], [0.105, -0.317, -0.432], [0.030, 0.587, 0.615], [0.141, -0.777, -0.085], [-0.474, -0.268, -0.716], [0.505, -0.116, 0.035], [-0.554, 0.269, -0.092], [-0.137, -0.601, 0.985], [-0.060, 0.309, 0.376], [0.051, 0.006, -0.555], [-0.004, -0.006, 0.791], [0.394, -0.009, -0.333], [-1.253, 0.962, -0.754], [0.939, 1.359, -1.846], [1.323, 0.200, 1.035], [0.479, -0.576, -0.863], [0.089, -0.102, 0.655], [-0.530, -0.705, 1.204], [0.196, 0.086, 0.215], [-0.302, -0.249, -0.200], [-0.181, 0.025, 0.636], [-0.569, -0.218, 0.534], [0.425, -0.098, -0.558], [-0.115, 0.086, -0.145], [0.084, 0.408, 0.519], [0.569, -0.077, -0.548], [-0.864, 0.380, 0.022], [-0.197, -0.981, 0.116], [-0.120, -0.396, -0.072], [3.436, 1.175, 1.463], [-2.724, -1.026, 0.019], [1.178, 0.141, 0.460], [-0.502, -0.795, -2.490], [-0.736, -0.642, -0.060], [0.494, -0.953, -0.958], [-0.600, -0.034, 0.017], [0.507, 0.023, 0.277], [-0.689, 0.001, -0.169], [-0.098, 0.061, -0.044], [-0.448, 0.990, 0.931], [0.607, -0.174, 0.234], [0.332, 0.013, 0.867], [0.198, 0.171, 0.207], [0.008, 0.584, -0.566], [-0.748, 0.232, -0.016], [-0.138, 0.216, -0.045], [-0.586, -0.564, -0.488], [-0.618, 0.743, -1.061], [0.230, 0.227, 0.047], [0.025, -1.568, 0.002], [-0.555, -0.376, -0.429], [-0.835, -1.410, -0.386], [0.273, -0.670, 0.193], [0.225, 0.030, 0.172], [0.474, 0.587, 0.311], [-0.162, -0.147, 0.388], [0.159, 0.153, -0.369], [-0.313, -0.044, 0.088], [-0.334, 0.052, 0.010], [0.109, 0.887, 0.112], [0.344, 0.086, 0.008], [0.311, 0.354, 0.235], [0.630, 1.215, 0.339], [2.204, -0.668, 0.298], [-2.200, 0.866, -0.349], [-0.698, 0.592, 1.330], [1.515, 0.122, -1.248], [1.161, 0.183, 0.281], [-0.413, -1.093, -0.366], [-0.183, -0.200, -0.336], [0.386, -0.079, -0.062], [-0.343, -0.128, 0.435], [-0.114, 0.730, -0.791], [-0.352, -0.706, 0.809], [-0.434, -0.263, 0.408], [-0.139, -0.203, 0.321], [-0.145, -0.025, -0.112], [0.012, -0.108, -0.288], [-0.097, 0.769, -0.165], [-0.208, 0.270, -0.142], [0.637, 1.290, 0.511], [0.063, -1.189, 0.422], [1.185, 0.440, 0.043], [-0.435, 0.275, -0.317], [-1.358, -0.980, -0.043], [0.714, 0.320, 0.248], [-0.440, -0.739, 0.054], [0.127, 0.167, -0.339], [0.453, -0.513, -0.314], [-0.541, 1.149, -0.306], [-0.053, -0.184, -0.474], [-0.177, -0.028, 0.248], [0.623, -0.119, 0.085], [0.021, 0.088, 0.169], [-0.344, 0.158, -0.486], [0.221, 0.653, 0.628], [-0.751, -0.798, -0.067], [0.909, -0.662, 1.405], [-0.635, -0.044, -1.378], [-0.613, -0.352, -1.647], [-1.220, -0.131, 2.118], [1.171, 0.271, 0.597], [-0.510, -0.255, 1.582], [-0.042, -0.299, -0.890], [0.392, -0.141, -0.624], [0.230, 0.386, 0.360], [0.106, 0.865, -0.614], [-0.059, -0.526, 0.168], [0.299, 1.134, -0.247], [0.551, -0.360, -0.395], [-0.460, -0.238, -0.150], [-0.412, 0.032, -0.145], [-0.035, -0.164, 0.301], [0.153, 0.480, -0.325], [-0.346, -1.362, 0.461], [1.685, -1.236, -0.679], [-1.387, 1.739, -0.193], [0.997, -1.327, 1.029], [-0.245, -0.731, 0.445], [0.318, 0.531, 1.309], [0.111, 0.247, 0.333], [-0.192, -0.154, -0.325], [0.183, 0.339, -0.085], [-0.572, -0.143, -0.496], [0.404, -0.034, 0.094], [-0.276, 0.424, -1.046], [-0.866, 0.635, -0.586], [0.239, 0.460, 0.328], [0.564, 0.799, 0.289], [0.220, -0.209, -0.510], [-0.302, 0.376, 0.553], [0.463, -0.417, 1.315], [0.586, 2.503, -2.282], [0.433, -0.213, 0.769], [1.376, -0.091, 0.644], [-1.991, 0.727, 0.078], [-0.593, -1.758, 0.294], [-0.534, -0.423, 0.642], [-0.104, 0.401, 0.010], [-0.127, -0.528, -1.319], [-0.336, -0.237, -0.288], [-0.308, -0.158, 0.099], [0.136, 0.246, -0.208], [0.677, 0.465, -0.508], [0.415, -0.896, 0.204], [0.117, 0.213, 0.503], [-0.487, 0.035, -0.104], [0.254, 0.289, -0.008], [-0.575, 1.230, 1.330], [0.573, -1.163, -0.724], [0.133, -0.152, -0.102], [-0.106, 0.139, -0.091], [0.010, 0.329, 0.061], [-0.189, -0.206, -0.722], [-0.692, 0.087, -0.107], [-0.347, 0.011, 0.094], [1.221, -0.171, -0.025], [0.183, -0.091, 0.169], [0.305, -1.022, 1.678], [-1.245, -0.456, -1.271], [0.687, 0.874, 0.690], [-0.648, 0.068, -0.661], [-0.041, 0.141, 0.192], [0.908, 0.520, -0.635], [0.597, 0.088, 0.664], [-0.132, 0.107, -0.662], [0.158, -0.352, -0.133], [-0.461, 0.085, 0.449], [-1.013, 0.489, -1.014], [-0.923, -0.807, -0.421], [0.464, 0.951, 0.357], [1.251, 0.399, -0.249], [0.017, -0.187, -0.123], [0.688, -0.407, 0.478], [-0.411, -0.546, -0.165], [0.720, 0.465, 0.824], [-0.195, 0.099, 0.027], [-0.498, -0.369, 0.036], [1.381, -0.032, -0.728], [-1.277, 0.898, -1.112], [-0.002, 0.209, 0.164], [-1.066, -0.892, 1.768], [0.287, -0.261, -0.080], [0.304, -0.026, 0.133], [0.257, 0.576, -0.129], [-0.524, -0.031, 0.157], [-0.122, 0.022, 0.042], [0.709, -0.386, -0.277], [0.776, 1.415, 0.998], [0.554, -2.223, -2.394], [1.026, 0.149, 0.745], [-0.898, -0.569, 0.311], [-0.452, 0.462, -0.172], [0.090, 0.054, -0.113], [-0.456, 0.517, 0.789], [-0.430, -0.114, -0.418], [-0.524, 0.074, -0.023], [0.192, 0.171, 0.218], [-0.741, -0.554, 0.283], [1.472, -0.546, 1.491], [0.850, -0.021, -0.320], [-0.070, 0.207, -0.928], [-1.219, 0.679, 0.303], [-0.146, 0.840, -0.967], [0.391, -0.155, -0.023], [0.493, 0.093, 0.127], [-0.912, -0.297, 0.107], [-0.045, -0.153, -0.078], [0.349, 0.792, 0.893], [-0.826, -1.344, 0.711], [-0.039, -0.303, -0.570], [0.635, 0.495, -0.364], [0.248, 0.294, -0.265], [-0.865, 0.669, 0.548], [-0.029, 0.025, -0.182], [0.205, -0.255, -1.299], [0.141, -0.286, 0.506], [0.192, -0.231, 0.043], [1.149, -0.012, -0.456], [1.095, -0.542, -1.484], [-1.806, 0.840, 0.322], [-1.169, -1.555, 2.289], [0.622, 1.272, -1.010], [-0.069, 0.782, 0.113], [-0.390, -0.723, 0.226], [0.038, 0.369, -0.359], [-0.117, -0.253, 0.475], [0.172, -0.156, 0.523], [-1.468, 0.059, 0.436], [1.192, 0.308, 0.591], [-0.241, -0.547, -1.838], [-0.230, -0.338, 0.211], [0.078, -0.319, 0.453], [0.589, 0.182, 0.202], [-0.329, 0.507, -0.216], [0.143, 0.492, 0.722], [0.005, -0.277, -0.536], [0.241, -0.057, -0.052], [1.591, 0.917, -1.133], [0.136, 0.575, 0.891], [-0.986, 0.004, 0.617], [-1.313, 0.282, -1.186], [0.214, -0.189, 0.030], [-0.194, 0.524, 0.101], [-0.079, -0.303, 0.075], [0.257, -0.821, 0.500], [0.147, -0.138, 0.033], [-0.025, -0.863, -0.175]],
  "lowdin_charge": [0.100, -0.347, 0.193, -0.821, 0.184, -0.235, 0.095, 0.238, -0.298, 0.062, -0.448, 0.267, 0.128, -0.074, -0.446, -0.173, -0.233, -0.088, 0.071, 0.087, 0.074, 0.080, 0.130, 0.121, 0.123, 0.070, 0.088, 0.086, 0.047, 0.056, -0.068, -0.416, -0.163, -0.208, -0.107, 0.017, 0.053, 0.061, 0.071, 0.126, 0.114, 0.098, 0.086, 0.064, 0.075, 0.070, 0.073, -0.110, -0.421, -0.234, -0.157, -0.099, 0.052, 0.085, 0.069, 0.090, 0.125, 0.130, 0.118, 0.078, 0.098, 0.077, 0.054, 0.055, -0.071, -0.424, -0.189, -0.223, -0.093, 0.057, 0.068, 0.077, 0.072, 0.138, 0.127, 0.125, 0.090, 0.079, 0.081, 0.053, 0.008, -0.092, -0.496, -0.162, -0.211, -0.091, 0.078, 0.084, 0.086, 0.092, 0.138, 0.129, 0.127, 0.085, 0.083, 0.072, 0.067, 0.080, -0.048, -0.428, -0.184, -0.213, -0.090, 0.051, 0.079, 0.070, 0.061, 0.127, 0.119, 0.110, 0.072, 0.084, 0.083, 0.056, 0.063, -0.035, -0.413, -0.132, -0.191, -0.127, 0.063, 0.041, 0.079, 0.072, 0.113, 0.105, 0.120, 0.082, 0.085, 0.074, 0.034, 0.033, -0.038, -0.369, -0.193, -0.171, -0.108, 0.057, 0.069, 0.064, 0.074, 0.120, 0.120, 0.093, 0.073, 0.086, 0.084, 0.031, 0.068, -0.066, -0.329, -0.146, -0.208, -0.092, 0.041, 0.071, 0.083, 0.046, 0.124, 0.106, 0.105, 0.069, 0.086, 0.082, 0.028, 0.059, -0.212, -0.272, -0.053, -0.086, 0.115, 0.110, 0.122, 0.116, 0.027, 0.095, -0.234, -0.262, -0.059, -0.068, 0.123, 0.109, 0.110, 0.093, 0.063, 0.065, -0.222, -0.261, -0.042, -0.045, 0.092, 0.106, 0.107, 0.105, 0.082, 0.040, -0.222, -0.232, -0.056, -0.073, 0.086, 0.110, 0.112, 0.089, 0.086, 0.083, -0.207, -0.190, -0.087, -0.088, 0.097, 0.104, 0.086, 0.122, 0.078, 0.058, -0.180, -0.176, -0.078, -0.096, 0.098, 0.106, 0.094, 0.100, 0.074, 0.077, -0.209, -0.184, -0.090, -0.081, 0.104, 0.105, 0.100, 0.115, 0.073, 0.075, -0.246, -0.144, -0.105, -0.070, 0.104, 0.119, 0.097, 0.121, 0.035, 0.043, -0.188, -0.250, -0.064, -0.080, 0.124, 0.104, 0.127, 0.103, 0.065, 0.054, -0.185, -0.215, -0.071, -0.074, 0.092, 0.106, 0.105, 0.075, 0.072, 0.029]
}